No. 1
{
  "formula": "C6H17NO",
  "method": "ωB97M-V/def2-TZVPD",
  "species": ["C", "C", "C", "N", "C", "C", "C", "H", "H", "H", "H", "H", "H", "H", "H", "H", "H", "H", "H", "H", "H", "H", "H", "H", "O"],
  "positions_angstrom": [[0.024, 1.911, -0.688], [1.144, 2.042, -1.752], [-0.736, 0.568, -0.692], [0.085, -0.567, -0.340], [-0.484, -1.555, 0.593], [-0.348, -1.119, 2.046], [-1.660, -1.038, 2.835], [0.466, 1.891, 0.348], [-0.630, 2.795, -0.741], [0.596, 1.698, -2.620], [1.387, 3.091, -1.824], [1.993, 1.439, -1.482], [-1.020, 0.373, -1.746], [-1.608, 0.793, -0.074], [1.072, -0.413, -0.199], [0.066, -2.470, 0.412], [-1.534, -1.776, 0.331], [0.441, -1.635, 2.582], [0.009, -0.073, 1.979], [-2.175, -2.009, 2.614], [-2.296, -0.343, 2.253], [-1.783, -0.732, 3.856], [1.796, -1.278, -2.075], [2.706, -0.926, -3.267], [2.487, -0.665, -2.350]],
  "lowdin_charge": [-0.25, -0.10, -0.26, -0.10, -0.23, -0.26, -0.11, 0.11, 0.10, 0.07, 0.06, 0.04, 0.11, 0.11, 0.10, 0.10, 0.12, 0.10, 0.10, 0.08, 0.07, 0.06, 0.02, 0.06, -0.08],
  "gap_ev": 9.31,
  "lumo_ev": 0.9,
  "de_lowest_ev": 1.330,
  "smiles": "CCCNCCC.O"
}



No. 2
{
  "formula": "C6H17NO2",
  "method": "ωB97M-V/def2-TZVPD",
  "species": ["C", "C", "C", "O", "O", "H", "H", "H", "H", "H", "H", "H", "H", "C", "C", "C", "N", "H", "H", "H", "H", "H", "H", "H", "H", "H"],
  "positions_angstrom": [[1.001, -0.981, -0.053], [2.032, -0.042, 0.587], [1.494, -1.515, -1.392], [0.787, -2.011, 0.899], [1.542, 0.533, 1.774], [0.118, -2.610, 0.555], [1.292, -0.203, 2.348], [0.057, -0.370, -0.183], [2.264, 0.782, -0.090], [2.951, -0.610, 0.784], [0.773, -2.217, -1.807], [1.633, -0.696, -2.094], [2.446, -2.030, -1.267], [-1.422, 1.130, -0.116], [-0.554, 2.350, -0.261], [-1.852, 0.819, 1.285], [-1.992, 0.511, -1.072], [-1.960, -2.344, -0.940], [-1.699, 0.802, -2.004], [-2.032, -1.545, -1.016], [-1.116, 3.242, 0.018], [0.293, 2.271, 0.417], [-0.199, 2.474, -1.283], [-2.443, 1.643, 1.687], [-2.442, -0.087, 1.311], [-0.974, 0.704, 1.914]],
  "lowdin_charge": [-0.44, -0.23, -0.04, -0.04, -0.07, 0.08, 0.09, 0.10, 0.12, 0.13, 0.07, 0.08, 0.08, -0.51, -0.04, -0.04, 0.08, 0.04, 0.06, 0.01, 0.09, 0.07, 0.08, 0.09, 0.08, 0.07],
  "gap_ev": 10.65,
  "lumo_ev": 0.9,
  "de_lowest_ev": 1.631
}



No. 3
{
  "formula": "C6H17NO3",
  "method": "ωB97M-V/def2-TZVPD",
  "species": ["O", "C", "N", "C", "C", "C", "C", "C", "H", "H", "H", "H", "H", "H", "H", "H", "H", "H", "H", "H", "H", "H", "H", "O", "H", "H", "O"],
  "positions_angstrom": [[-0.085, 2.278, 0.874], [-0.395, 1.999, -0.280], [-0.380, 0.742, -0.766], [-0.009, -0.437, 0.004], [-1.159, -1.442, 0.119], [-0.822, -2.466, 1.197], [-1.432, -2.125, -1.215], [-0.819, 3.061, -1.261], [-0.504, 0.578, -1.748], [0.870, -0.899, -0.443], [0.297, -0.116, 0.988], [-2.039, -0.858, 0.400], [0.068, -3.031, 0.916], [-1.628, -3.190, 1.308], [-0.641, -1.979, 2.157], [-2.282, -2.810, -1.142], [-0.576, -2.728, -1.535], [-1.671, -1.410, -2.009], [-1.160, 3.935, -0.715], [-1.612, 2.711, -1.919], [0.026, 3.352, -1.885], [1.269, 1.555, 1.748], [2.541, 2.068, 2.463], [2.136, 1.266, 2.107], [2.802, 0.409, 0.624], [4.024, -0.402, 0.161], [3.180, -0.063, -0.146]],
  "lowdin_charge": [0.02, -0.51, 0.09, -0.16, -0.42, -0.07, -0.08, 0.00, 0.14, 0.12, 0.10, 0.14, 0.08, 0.08, 0.08, 0.08, 0.08, 0.07, 0.08, 0.08, 0.09, 0.00, 0.06, -0.08, -0.01, 0.03, -0.08],
  "gap_ev": 10.61,
  "lumo_ev": 0.8,
  "de_lowest_ev": 0.000,
  "smiles": "CC(=O)NCC(C)C.O.O"
}



No. 4
{
  "formula": "C6H17NO3",
  "method": "ωB97M-V/def2-TZVPD",
  "species": ["O", "H", "H", "C", "O", "C", "C", "N", "C", "C", "O", "C", "H", "H", "H", "H", "H", "H", "H", "H", "H", "H", "H", "H", "H", "H", "H"],
  "positions_angstrom": [[-1.380, -2.183, -3.599], [-0.877, -1.523, -3.122], [-1.367, -2.953, -3.030], [0.423, -3.074, -1.167], [0.041, -1.798, -1.431], [-0.798, -1.022, -0.510], [-0.320, 0.440, -0.540], [1.008, 0.635, 0.099], [1.232, 2.043, 0.390], [0.181, 2.838, 1.206], [0.042, 2.454, 2.611], [-0.096, 1.161, 3.003], [0.984, -3.069, -0.232], [1.018, -3.572, -1.932], [-0.450, -3.692, -0.962], [-0.713, -1.522, 0.455], [-1.811, -1.124, -0.899], [-1.066, 0.922, 0.092], [-0.251, 0.787, -1.570], [1.584, 0.413, -0.701], [1.417, 2.698, -0.461], [2.172, 2.052, 0.943], [-0.785, 2.826, 0.701], [0.424, 3.900, 1.248], [-1.014, 0.731, 2.601], [-0.250, 1.212, 4.081], [0.651, 0.418, 2.726]],
  "lowdin_charge": [-0.05, 0.01, 0.02, -0.15, -0.27, -0.14, -0.19, -0.05, -0.22, -0.16, -0.18, -0.17, 0.09, 0.10, 0.09, 0.12, 0.12, 0.10, 0.13, 0.10, 0.11, 0.12, 0.10, 0.12, 0.08, 0.09, 0.08],
  "gap_ev": 10.22,
  "lumo_ev": 0.8,
  "de_lowest_ev": 3.749,
  "smiles": "COCCNCCOC.O"
}



No. 5
{
  "formula": "C6H17NS",
  "method": "ωB97M-V/def2-TZVPD",
  "species": ["C", "C", "C", "N", "H", "H", "H", "H", "H", "H", "H", "H", "H", "C", "C", "C", "S", "H", "H", "H", "H", "H", "H", "H", "H"],
  "positions_angstrom": [[2.038, -0.854, -1.613], [1.407, 0.548, -1.410], [1.380, 1.069, -0.041], [2.096, 1.380, -2.523], [1.452, -1.519, -0.967], [1.892, -1.163, -2.642], [3.077, -0.861, -1.286], [0.395, 0.417, -1.813], [0.777, 1.977, 0.028], [0.165, -0.101, 0.288], [2.342, 1.084, 0.468], [3.064, 1.488, -2.226], [1.627, 2.282, -2.492], [-2.437, -0.785, 2.452], [-1.198, -0.065, 1.949], [-0.597, -0.797, 0.755], [-3.438, -0.082, -0.596], [-3.029, -0.179, 3.141], [-2.248, -1.759, 2.905], [-3.026, -0.901, 1.536], [-1.467, 0.927, 1.560], [-0.450, 0.085, 2.731], [-1.295, -1.001, -0.074], [-0.098, -1.700, 1.125], [-2.429, 0.511, -1.254]],
  "lowdin_charge": [-0.06, -0.51, 0.12, 0.06, 0.07, 0.08, 0.08, 0.13, 0.10, 0.02, 0.10, 0.07, 0.07, -0.15, -0.33, -0.11, 0.23, 0.07, 0.07, -0.05, 0.09, 0.10, 0.01, 0.10, -0.35],
  "gap_ev": 3.69,
  "lumo_ev": -3.4,
  "de_lowest_ev": 5.963
}



No. 6
{
  "formula": "C6H18ClO7S3",
  "method": "ωB97M-V/def2-TZVPD",
  "species": ["Cl", "O", "O", "O", "O", "C", "S", "O", "C", "H", "H", "H", "H", "H", "H", "C", "S", "O", "C", "H", "H", "H", "H", "H", "H", "C", "S", "O", "C", "H", "H", "H", "H", "H", "H"],
  "positions_angstrom": [[-16.023, 0.255, -5.628], [-15.194, -0.809, -4.962], [-17.409, 0.050, -5.260], [-15.594, 1.556, -5.248], [-15.911, 0.087, -7.062], [-15.469, 0.323, -1.672], [-15.485, 1.253, -0.114], [-16.713, 0.757, 0.607], [-14.064, 0.560, 0.849], [-14.901, 0.763, -2.494], [-16.515, 0.308, -1.979], [-15.182, -0.732, -1.704], [-13.335, 0.105, 0.172], [-14.547, -0.318, 1.289], [-13.566, 1.181, 1.583], [-9.902, -2.716, -2.750], [-11.391, -2.878, -3.769], [-11.721, -4.330, -3.617], [-12.572, -1.978, -2.706], [-10.130, -2.876, -1.698], [-9.537, -1.694, -2.907], [-9.084, -3.358, -3.066], [-12.706, -2.568, -1.801], [-13.467, -1.982, -3.329], [-12.193, -0.973, -2.531], [-16.569, -3.120, -3.184], [-17.703, -4.514, -3.162], [-18.216, -4.567, -1.741], [-19.011, -3.765, -4.141], [-17.055, -2.142, -3.205], [-15.970, -3.095, -4.098], [-15.923, -3.121, -2.309], [-19.973, -4.235, -3.902], [-18.983, -3.840, -5.228], [-19.228, -2.734, -3.852]],
  "lowdin_charge": [0.64, -0.43, -0.39, -0.37, -0.38, -0.27, 0.83, -0.58, -0.25, 0.05, 0.05, 0.04, 0.03, 0.04, 0.04, -0.28, 0.82, -0.57, -0.26, 0.05, 0.04, 0.05, 0.06, 0.02, 0.05, -0.28, 0.82, -0.58, -0.28, 0.04, 0.05, 0.05, 0.05, 0.05, 0.06],
  "gap_ev": 8.82,
  "lumo_ev": 2.4,
  "de_lowest_ev": 0.277,
  "charge": -1
}



No. 7
{
  "formula": "C6H18CuN4O15S3",
  "method": "ωB97M-V/def2-TZVPD",
  "species": ["Cu", "N", "O", "O", "O", "N", "O", "O", "O", "N", "O", "O", "O", "N", "O", "O", "O", "C", "S", "O", "C", "H", "H", "H", "H", "H", "H", "C", "S", "O", "C", "H", "H", "H", "H", "H", "H", "C", "S", "O", "C", "H", "H", "H", "H", "H", "H"],
  "positions_angstrom": [[-0.042, 0.251, 0.117], [3.075, -0.934, 0.892], [3.901, -0.036, 0.768], [1.843, -0.695, 0.765], [3.434, -2.122, 1.124], [1.254, 3.274, 0.328], [0.364, 2.412, 0.020], [0.938, 4.228, 1.058], [2.402, 3.181, -0.156], [-1.230, 1.350, 3.120], [-2.191, 0.738, 3.683], [-0.392, 0.668, 2.479], [-1.131, 2.564, 3.211], [-1.268, -1.431, -2.749], [-1.994, -1.019, -3.674], [-1.045, -0.685, -1.763], [-0.744, -2.560, -2.807], [-0.350, -2.029, 3.398], [-0.855, -2.663, 1.775], [-0.764, -1.499, 0.869], [0.624, -3.624, 1.457], [0.469, -1.353, 3.157], [-0.027, -2.856, 4.031], [-1.179, -1.471, 3.824], [0.482, -4.040, 0.453], [0.741, -4.441, 2.167], [1.489, -2.962, 1.364], [-3.665, 1.387, -1.584], [-3.334, 0.660, 0.018], [-1.935, 1.121, 0.281], [-4.224, 1.763, 1.103], [-3.289, 2.412, -1.550], [-4.730, 1.398, -1.832], [-3.087, 0.828, -2.321], [-4.049, 1.314, 2.086], [-5.306, 1.756, 0.945], [-3.781, 2.754, 1.064], [3.076, -1.099, -2.478], [1.917, 0.237, -2.869], [1.371, 0.669, -1.570], [3.189, 1.467, -3.250], [3.580, -0.770, -1.560], [3.738, -1.259, -3.320], [2.487, -1.945, -2.117], [3.759, 1.040, -4.078], [3.822, 1.637, -2.381], [2.658, 2.381, -3.499]],
  "lowdin_spin": [0.86, 0.00, 0.00, 0.01, 0.00, 0.00, 0.04, 0.01, 0.00, 0.00, 0.00, 0.00, 0.00, 0.00, 0.00, 0.00, 0.00, 0.00, 0.01, 0.02, 0.00, 0.00, 0.00, 0.00, 0.00, 0.00, 0.00, 0.00, 0.00, 0.03, 0.00, 0.00, 0.00, 0.00, 0.00, 0.00, 0.00, 0.00, 0.00, 0.00, 0.00, 0.00, 0.00, 0.00, 0.00, 0.00, 0.00],
  "gap_ev": [6.94, 6.82],
  "lumo_ev": [4.3, 4.2],
  "spin_multiplicity": 2,
  "s_squared": 0.7515,
  "charge": -2
}



No. 8
{
  "formula": "C6H18FO3Pb",
  "method": "ωB97M-V/def2-TZVPD",
  "species": ["Pb", "F", "C", "C", "O", "H", "H", "H", "H", "H", "H", "C", "C", "O", "H", "H", "H", "H", "H", "H", "C", "C", "O", "H", "H", "H", "H", "H", "H"],
  "positions_angstrom": [[-16.698, -6.991, -25.697], [-18.621, -8.486, -26.587], [-20.126, -13.159, -27.328], [-19.985, -11.632, -27.285], [-18.740, -11.301, -26.758], [-21.093, -13.395, -27.770], [-20.129, -13.496, -26.291], [-19.316, -13.625, -27.889], [-20.712, -11.306, -26.541], [-20.207, -11.153, -28.239], [-18.710, -10.346, -26.669], [-19.997, -8.527, -31.220], [-19.317, -8.741, -29.840], [-20.184, -8.131, -28.879], [-19.425, -9.009, -32.012], [-20.212, -7.508, -31.541], [-20.955, -9.046, -31.194], [-18.314, -8.312, -29.840], [-19.146, -9.788, -29.590], [-19.704, -8.201, -28.051], [-22.254, -8.290, -23.562], [-21.542, -7.678, -24.764], [-21.183, -8.767, -25.599], [-23.179, -8.790, -23.850], [-22.440, -7.465, -22.874], [-21.660, -9.042, -23.043], [-20.701, -6.992, -24.662], [-22.282, -7.064, -25.277], [-20.289, -8.665, -25.932]],
  "lowdin_charge": [1.75, -0.56, -0.07, -0.34, -0.09, 0.08, 0.07, 0.07, 0.10, 0.10, 0.01, -0.07, -0.31, -0.09, 0.07, 0.07, 0.07, 0.09, 0.09, 0.00, -0.08, -0.32, -0.09, 0.08, 0.07, 0.07, 0.09, 0.11, 0.00],
  "gap_ev": 3.13,
  "lumo_ev": -8.7,
  "de_lowest_ev": 0.911,
  "charge": 1
}



No. 9
{
  "formula": "C6H18InO6",
  "method": "ωB97M-V/def2-TZVPD",
  "species": ["In", "C", "C", "O", "O", "H", "H", "H", "H", "H", "H", "C", "C", "O", "O", "H", "H", "H", "H", "H", "H", "C", "C", "O", "O", "H", "H", "H", "H", "H", "H"],
  "positions_angstrom": [[-0.896, -0.919, 0.374], [1.222, -0.990, -2.350], [-0.133, -1.465, -2.733], [-0.714, -2.094, -1.524], [0.984, 0.076, -1.444], [1.923, -0.644, -3.114], [1.824, -1.745, -1.835], [-0.192, -2.157, -3.577], [-0.799, -0.686, -3.100], [-0.584, -3.049, -1.629], [1.745, 0.627, -1.232], [-1.472, 1.467, -1.582], [-1.659, 2.411, -0.453], [-0.954, 1.944, 0.651], [-1.909, 0.130, -1.014], [-0.471, 1.345, -1.978], [-2.209, 1.785, -2.322], [-2.716, 2.352, -0.160], [-1.482, 3.447, -0.746], [-0.732, 2.677, 1.237], [-2.212, -0.418, -1.754], [1.189, -1.082, 3.432], [1.253, 0.366, 3.000], [1.305, 0.521, 1.571], [-0.031, -1.665, 2.992], [1.256, -1.093, 4.524], [2.110, -1.528, 3.046], [2.107, 0.877, 3.444], [0.377, 0.941, 3.326], [2.142, 0.958, 1.357], [-0.270, -2.390, 3.593]],
  "lowdin_charge": [1.65, -0.16, -0.09, -0.10, -0.11, 0.17, 0.15, 0.18, 0.13, 0.16, 0.14, -0.06, -0.20, -0.06, -0.12, 0.12, 0.17, 0.15, 0.17, 0.14, 0.13, -0.17, -0.18, -0.09, -0.04, 0.17, 0.15, 0.16, 0.14, 0.13, 0.15],
  "gap_ev": 5.29,
  "lumo_ev": -16.0,
  "de_lowest_ev": 1.098,
  "charge": 3
}



| no. | calculated total energy (eV) | F_max (eV/A) |
| --- | --- | --- |
| 1 | -10034.2524 | 3.30 |
| 2 | -12081.3376 | 1.83 |
| 3 | -14131.6004 | 0.51 |
| 4 | -14127.8511 | 3.18 |
| 5 | -18817.1632 | 3.89 |
| 6 | -65866.4484 | 2.81 |
| 7 | -120317.4638 | 1.29 |
| 8 | -20610.5592 | 3.90 |
| 9 | -23937.8725 | 3.37 |